Entry 1:
ORCA calculation (ωB97M-V with the def2-TZVPD basis set) on a structure of composition C28H30N3O2PSV.

ORCA input file:
```
! RIJCOSX wB97M-V def2-TZVPD def2/J DEFGRID3
* xyz 3 3
V -0.3705 -0.9513 0.3069
N 0.2918 -0.9688 2.3071
C 0.0509 0.3424 2.9556
C -0.1315 0.3876 4.3260
C -0.3629 1.6161 4.9360
C -0.4157 2.7777 4.1762
C -0.2351 2.7215 2.8031
C 0.0100 1.5005 2.1715
P 0.2550 1.3947 0.3833
C -0.5705 2.7131 -0.4729
C 0.0942 3.9268 -0.6662
C -0.5710 4.9736 -1.2809
C -1.8843 4.8113 -1.7054
C -2.5430 3.6009 -1.5220
C -1.8885 2.5483 -0.9063
C 2.0242 1.4221 0.0528
C 2.4512 1.5531 -1.2733
C 3.8069 1.5909 -1.5559
C 4.7385 1.4826 -0.5267
C 4.3160 1.3400 0.7880
C 2.9592 1.3150 1.0836
H -0.1761 -1.6857 2.8672
H 1.2861 -1.2042 2.3740
H -0.0918 -0.5166 4.9215
H -0.5034 1.6620 6.0074
H -0.6010 3.7291 4.6556
H -0.2927 3.6286 2.2147
H 1.1217 4.0581 -0.3477
H -0.0642 5.9162 -1.4334
H -2.3960 5.6319 -2.1894
H -3.5604 3.4796 -1.8662
H -2.4051 1.6037 -0.7744
H 1.7343 1.6772 -2.0783
H 4.1388 1.7308 -2.5762
H 5.7955 1.5331 -0.7507
H 5.0414 1.2782 1.5877
H 2.6435 1.2525 2.1185
O 0.6169 -1.9621 -0.8940
S 1.7644 -1.8374 -2.0034
C 1.8179 -3.5264 -2.6647
C 3.2765 -3.9617 -2.5302
C 3.7402 -3.4591 -1.1685
C 3.3311 -1.9901 -1.1091
H 1.4195 -3.5087 -3.6767
H 1.1601 -4.1005 -2.0098
H 3.8791 -3.5327 -3.3327
H 3.3405 -5.0448 -2.6242
H 4.8185 -3.5502 -1.0448
H 3.2643 -4.0224 -0.3639
H 4.0059 -1.3316 -1.6603
H 3.1872 -1.5513 -0.1202
N -4.5459 -4.0175 -2.2084
C -5.1684 -2.9719 -1.6244
O -6.2864 -2.5981 -1.8739
C -4.3679 -2.1619 -0.6146
C -5.0982 -1.4910 0.3662
C -4.4446 -0.6603 1.2643
C -3.0828 -0.4894 1.1330
N -2.3715 -1.1231 0.1789
C -3.0061 -1.9451 -0.6818
H -5.0990 -4.5671 -2.8512
H -3.7658 -4.4785 -1.7743
H -6.1727 -1.6283 0.3907
H -4.9825 -0.1358 2.0411
H -2.5357 0.1792 1.7934
H -2.3903 -2.4050 -1.4470
*
```

Values from the calculation:
Lowest unoccupied orbital energy (alpha / beta) (Ha): -0.37108 / -0.34708
Frontier orbital gap (alpha / beta) (hartree): 0.26192 / 0.28443

Entry 2:
ORCA calculation (ωB97M-V with the def2-TZVPD basis set) on the ion C28H30N3O3S with charge +1 in a non-equilibrium geometry.

ORCA input file:
```
! RIJCOSX wB97M-V def2-TZVPD def2/J DEFGRID3
* xyz 1 1
C -1.2960 -4.6458 -1.0675
C -1.9355 -3.2637 -1.1780
N -1.6383 -2.3212 -0.0881
C -1.9373 -2.8429 1.2545
C -3.3980 -3.2282 1.4381
H -3.5546 -3.5137 2.4747
H -3.6778 -4.0725 0.8156
H -4.0514 -2.3884 1.2170
H -1.2962 -3.6998 1.4916
H -1.7028 -2.0447 1.9651
C -0.2747 -1.7847 -0.1652
H 0.0276 -1.4537 0.8305
H 0.4354 -2.5547 -0.4850
C -0.1651 -0.5968 -1.1328
N -0.5379 0.6864 -0.5434
C 0.3408 1.7670 -0.4254
O -0.1198 2.8637 -0.1834
C 1.7836 1.5263 -0.6084
C 2.4780 2.3720 -1.4733
C 3.8359 2.2055 -1.6571
C 4.5290 1.2363 -0.9382
C 3.8423 0.4195 -0.0440
C 2.4762 0.5528 0.1121
H 1.9550 -0.0728 0.8208
H 4.3782 -0.3302 0.5184
C 5.9925 1.0423 -1.2040
O 6.3906 0.9658 -2.3457
C 6.8793 0.9429 -0.0291
C 8.1392 0.3654 -0.1979
C 9.0100 0.2682 0.8693
C 8.6395 0.7621 2.1108
C 7.3980 1.3560 2.2821
C 6.5168 1.4458 1.2213
H 5.5603 1.9304 1.3552
H 7.1196 1.7543 3.2462
H 9.3214 0.6925 2.9447
H 9.9798 -0.1857 0.7348
H 8.4096 -0.0047 -1.1754
H 4.3759 2.8309 -2.3512
H 1.9394 3.1386 -2.0084
C -1.8597 0.9587 -0.3413
N -2.7870 0.0178 -0.3801
C -4.0648 0.5013 -0.2042
C -5.2563 -0.2211 -0.2320
C -6.4332 0.4552 -0.0365
C -6.4623 1.8490 0.1858
C -5.2726 2.5729 0.1969
C -4.0871 1.8859 -0.0040
S -2.4579 2.5451 -0.0555
H -5.2521 3.6385 0.3492
O -7.6810 2.3728 0.3655
C -7.8163 3.7617 0.5912
H -8.8840 3.9349 0.7085
H -7.2966 4.0688 1.5027
H -7.4463 4.3407 -0.2591
H -7.3777 -0.0632 -0.0516
H -5.2532 -1.2827 -0.4181
H 0.8653 -0.5036 -1.4763
H -0.8019 -0.7659 -2.0070
H -2.4917 -1.0270 -0.3330
H -3.0206 -3.3734 -1.2297
H -1.6094 -2.7952 -2.1097
H -0.2154 -4.5829 -0.9638
H -1.6942 -5.2044 -0.2254
H -1.5125 -5.2044 -1.9735
*
```

Values from the calculation:
Lowest unoccupied orbital energy (Ha): -0.10897
Frontier orbital gap (hartree): 0.30109

Entry 3:
ORCA calculation (ωB97M-V with the def2-TZVPD basis set) on a structure of composition C28H31BGeN7V.

ORCA input file:
```
! RIJCOSX wB97M-V def2-TZVPD def2/J DEFGRID3
* xyz -1 4
V 0.1565 0.4461 0.0572
C 0.7028 2.4325 -3.7862
C 0.0315 2.2525 -2.5698
N 0.5707 1.2565 -1.8867
N 1.5786 0.7680 -2.6294
C 1.6795 1.4592 -3.7796
B 2.3555 -0.4806 -2.1882
N 3.0711 -0.1999 -0.8543
C 4.3763 -0.2638 -0.5408
C 4.5322 0.1786 0.7576
C 3.2337 0.5070 1.1644
N 2.3706 0.2727 0.1881
N 1.3512 -1.6332 -1.9868
C 1.3046 -2.8296 -2.5936
C 0.1812 -3.4989 -2.1465
C -0.4118 -2.6034 -1.2503
N 0.2997 -1.4888 -1.1639
H 0.4995 3.1562 -4.5545
H -0.8174 2.7742 -2.1600
H 2.4301 1.1998 -4.5068
H 3.1553 -0.7851 -3.0315
H 5.0936 -0.6155 -1.2628
H 5.4437 0.2568 1.3220
H 2.8819 0.9043 2.1024
H 2.0640 -3.1102 -3.3030
H -0.1639 -4.4751 -2.4347
H -1.3114 -2.7063 -0.6653
C -0.6709 4.6437 1.3653
C -1.1517 4.4105 2.6526
C -1.0375 3.1432 3.1822
C -0.4608 2.1140 2.4244
C -0.0508 2.2818 1.0852
C -0.1489 3.6054 0.6162
C -0.1969 0.7947 3.0094
C -0.1877 0.6226 4.4272
C 0.2195 -0.5455 4.9796
C 0.6549 -1.5879 4.1282
C 1.1463 -2.8110 4.6294
C 1.5851 -3.7898 3.7818
C 1.5484 -3.5654 2.3948
C 1.0699 -2.3876 1.8848
C 0.6002 -1.3616 2.7348
N 0.1434 -0.1912 2.1869
H -0.7262 5.6434 0.9454
H -1.6056 5.2086 3.2275
H -1.4211 2.9597 4.1782
H 0.1905 3.8320 -0.3909
H -0.4770 1.4520 5.0524
H 0.2474 -0.6844 6.0543
H 1.1729 -2.9537 5.7040
H 1.9658 -4.7244 4.1730
H 1.9043 -4.3285 1.7150
H 1.0602 -2.2133 0.8223
C -4.0471 -1.7878 -1.5268
Ge -2.9858 -0.1381 -1.8706
C -4.3377 1.1794 -2.5071
C -1.9452 -0.4928 -3.5267
C -2.0303 0.5150 -0.3131
H -4.4783 -2.1822 -2.4481
H -4.8630 -1.5499 -0.8419
H -3.4527 -2.5771 -1.0663
H -4.9602 0.7625 -3.3015
H -3.8370 2.0654 -2.9015
H -4.9842 1.4969 -1.6886
H -2.6398 -0.6974 -4.3450
H -1.2618 -1.3389 -3.4357
H -1.3568 0.3838 -3.7946
H -2.5182 0.0477 0.5592
H -2.3348 1.5724 -0.2526
*
```

Values from the calculation:
Lowest unoccupied orbital energy (alpha / beta) (Ha): 0.10054 / 0.09971
Frontier orbital gap (alpha / beta) (hartree): 0.20241 / 0.25186

Number 1: calculated total energy -83876.2585 eV. Number 2: calculated total energy -50965.9407 eV. Number 3: calculated total energy -122854.1783 eV.